This record from OMol25 describes C17H14IrN5S4Sb as an isolated structure. The level of theory is ωB97M-V/def2-TZVPD.

Geometry as XYZ:
```
42
Properties=species:S:1:pos:R:3:lowdin_charge:R:1
Ir -0.0937 -0.4543 -0.4594 0.878
C 3.8107 -2.1838 -0.8543 -0.058
C 4.6377 -1.0711 -0.8893 -0.075
C 4.0801 0.1913 -0.8386 -0.017
C 2.6976 0.3333 -0.7407 -0.211
N 1.9148 -0.7671 -0.6625 -0.114
C 2.4478 -1.9924 -0.7435 -0.147
C 1.9565 1.5982 -0.7685 -0.208
C 2.5799 2.8442 -0.8418 -0.057
C 1.8159 3.9952 -0.9119 -0.115
C 0.4260 3.8860 -0.9145 -0.112
C -0.1874 2.6467 -0.8388 -0.119
C 0.5510 1.4579 -0.7606 -0.250
H 4.2022 -3.1892 -0.9151 0.103
H 5.7114 -1.1863 -0.9717 0.102
H 4.7049 1.0709 -0.8931 0.099
H 1.7293 -2.8039 -0.6969 0.031
H 3.6609 2.9254 -0.8442 0.094
H 2.2911 4.9661 -0.9712 0.089
H -0.1807 4.7827 -0.9800 0.092
H -1.2724 2.5975 -0.8497 0.081
N -1.7890 -0.1111 3.3478 0.120
C -0.5459 -0.3084 3.9077 -0.073
C 0.3298 -0.3644 2.8674 -0.090
N -0.3510 -0.2102 1.6906 -0.019
C -1.6253 -0.0580 2.0096 -0.247
C -2.5810 0.0506 0.9313 -0.258
N -2.0846 -0.0645 -0.2799 -0.135
C -3.1116 0.0861 -1.1686 -0.092
C -4.2599 0.2826 -0.4616 -0.041
N -3.9116 0.2659 0.8707 0.129
H -2.6597 -0.1137 3.8476 0.160
H -0.4079 -0.4109 4.9684 0.110
H 1.3919 -0.5340 2.8862 0.113
H -2.9491 -0.0448 -2.2237 0.101
H -5.2814 0.3850 -0.7780 0.119
H -4.5505 0.3349 1.6411 0.158
S -4.2133 -4.3364 -3.1289 -0.477
Sb -3.1480 -5.1284 -1.2865 0.041
S -0.4836 -1.7484 -2.3470 -0.033
S -0.8553 -2.7689 -0.5611 -0.142
S -4.3965 -4.8502 0.6131 -0.533
```

Summary:
calculated total energy: -2867.50590 Eh
LUMO energy: 0.065 hartree
energy relative to the best compared isomer or geometry (same formula, charge and spin): 35.8 kcal per mole
gap between HOMO and LUMO: 0.185 Ha
HOMO energy: -3.248 eV
strongest force on any atom: 0.60 eV/Å
net charge: -1

=====

This record from OMol25 describes C4H9N3O2S as an isolated structure. The level of theory is ωB97M-V/def2-TZVPD.

Geometry as XYZ:
```
19
Properties=species:S:1:pos:R:3:lowdin_charge:R:1
C 0.1079 0.0695 0.1208 -0.426
C 1.9650 -0.9260 0.7851 -0.236
C -2.0147 -0.7971 0.6352 -0.049
C -1.8602 1.2231 -0.7242 -0.035
N 0.6209 -0.9676 0.8433 0.072
N 1.0033 0.9310 -0.4074 -0.024
N -1.1708 0.1708 -0.0092 -0.132
O 3.2079 1.2001 1.2394 -0.534
O 2.2589 -1.3072 -1.2630 -0.371
S 2.7043 0.4863 -0.0108 0.979
H 2.5493 -1.6724 1.3505 0.124
H -2.6672 -0.3425 1.3936 0.098
H -2.7785 -1.2712 -0.0825 0.122
H -1.4716 -1.6296 1.0005 0.065
H -2.2321 0.9708 -1.7110 0.086
H -2.9265 1.2494 -0.2366 0.115
H -1.4799 2.2949 -0.6130 0.117
H 1.0287 1.8081 -0.7931 0.070
H 3.1554 -1.4904 -1.5176 -0.042
```

Summary:
calculated total energy: -870.60606 Eh
LUMO energy: 0.010 hartree
energy relative to the best compared isomer or geometry (same formula, charge and spin): 91.8 kcal per mole
gap between HOMO and LUMO: 0.330 Ha
HOMO energy: -8.698 eV
strongest force on any atom: 3.69 eV/Å

=====

This record from OMol25 describes a 4-piece molecular cluster, C7H7N2O3P overall. The level of theory is ωB97M-V/def2-TZVPD.

Geometry as XYZ:
```
20
Properties=species:S:1:pos:R:3:lowdin_charge:R:1
C 1.2709 -0.2272 0.1389 -0.002
C -1.1090 -0.6053 -0.2488 -0.025
C 1.2149 -1.1316 1.1963 0.002
C -1.1116 -1.5095 0.7979 -0.001
C 0.0818 0.0371 -0.6183 -0.332
C 0.0292 -1.7738 1.5482 -0.151
C 0.2113 0.9313 -1.6280 -0.493
N 0.9556 4.2379 -0.6133 0.123
N -0.1292 -2.8621 2.5171 -0.339
O 0.8563 -3.5553 2.7753 0.072
O -1.2320 -2.9963 3.0545 0.062
O 1.5233 4.0667 -1.6057 -0.110
P 0.5286 1.6462 -3.0597 0.832
H 2.2221 0.1975 0.0368 0.097
H -1.9203 -0.2945 -0.8372 0.087
H 2.0469 -1.4039 1.8353 0.121
H -2.1651 -1.9193 0.9768 0.152
H -1.5979 1.9447 -2.1353 -0.048
H 0.6793 3.0423 -2.4005 -0.108
H -2.3550 2.1751 -1.7301 0.062
```

Summary:
calculated total energy: -947.15373 Eh
LUMO energy (spin up / spin down): -0.028 / -0.062 hartree
energy relative to the best compared isomer or geometry (same formula, charge and spin): 77.9 kcal per mole
gap between HOMO and LUMO (spin up / spin down): 0.256 / 0.279 Ha
HOMO energy (spin up / spin down): -7.748 / -9.268 eV
strongest force on any atom: 3.95 eV/Å

=====

This record from OMol25 describes a 4-piece molecular cluster, C29H59ClFN4O12S7 overall. The level of theory is ωB97M-V/def2-TZVPD.

Geometry as XYZ:
```
113
Properties=species:S:1:pos:R:3:lowdin_charge:R:1
C -3.3311 4.3987 -2.9703 -0.093
C -3.3943 4.8246 -1.4051 -0.260
O -2.5867 4.2651 -0.4250 -0.153
C -2.2404 2.8680 -0.3076 -0.413
S -3.8265 1.9332 0.0184 0.800
C -3.7782 0.0695 0.0869 -0.213
O -4.5097 2.3819 1.3709 -0.357
O -4.9597 2.1668 -1.0591 -0.374
N -1.3987 2.3000 -1.4749 -0.305
Cl -0.7378 0.7054 -1.1115 0.890
C -0.2453 3.1871 -1.8790 -0.258
C 0.4585 2.9239 -3.3160 -0.162
C 1.1391 1.5347 -3.6985 -0.307
C 2.3033 1.7511 -4.8805 -0.426
S 1.9256 0.4174 -6.1808 0.754
C 2.6450 -1.2279 -5.6485 -0.934
S 4.2184 -1.6087 -6.2700 0.657
N 1.9830 -2.2632 -4.7661 -0.192
C 2.7610 -2.8292 -3.5596 -0.036
C 1.7745 -3.9662 -2.8502 -0.076
N 0.4889 -3.9543 -3.6931 -0.042
C 0.6284 -2.9358 -4.8207 -0.064
C 0.7111 3.3838 -0.5803 -0.264
C 2.1336 2.4965 -0.6244 -0.117
C 3.1502 2.9243 0.6323 -0.113
F 4.5352 3.2118 0.1906 -0.136
N 0.1789 3.2328 0.7774 -0.029
C -1.2453 2.9819 1.0567 -0.565
S -1.3952 1.4235 2.1581 0.778
C -1.7399 4.2140 2.0617 -0.160
C -1.2764 4.1992 3.6089 -0.407
C 0.2509 3.7855 3.9910 -0.130
C -2.3944 3.5296 4.6671 -0.106
H -4.1101 5.0922 -3.5514 0.123
H -2.3073 4.5518 -3.5142 0.069
H -3.7693 3.2957 -3.0974 0.089
H -3.2259 6.0114 -1.4071 0.164
H -4.5446 4.7310 -1.0876 0.155
H -3.3031 -0.4039 1.0430 0.066
H -3.3435 -0.3852 -0.9285 0.081
H -4.9181 -0.2894 0.0911 0.105
H -2.0039 2.0860 -2.3245 0.160
H -0.6953 4.2832 -2.0786 0.169
H -0.3640 3.1764 -4.1459 0.143
H 1.2739 3.7868 -3.4554 0.152
H 0.3041 0.8126 -4.1540 0.095
H 1.6657 0.9136 -2.8596 0.093
H 3.3888 1.5848 -4.4188 0.111
H 2.2376 2.8468 -5.3166 0.104
H 3.8410 -2.5597 -3.1772 0.109
H 2.0086 -4.6542 -1.9116 0.116
H -0.2113 -2.7097 -5.6380 0.142
H 1.1383 4.4995 -0.6816 0.181
H 2.7186 2.7214 -1.6328 0.125
H 1.9554 1.3480 -0.4980 0.093
H 3.2146 1.9826 1.3619 0.143
H 2.7261 3.8167 1.2596 0.115
H 0.4613 4.1225 1.2907 0.115
H -0.1184 0.8237 2.0588 -0.071
H -1.3664 5.2595 1.6181 0.143
H -2.9307 4.3075 2.1139 0.133
H -1.3329 5.3518 3.9418 0.146
H 1.0138 4.4652 3.3728 0.083
H 0.5063 2.6458 3.9473 0.066
H 0.4212 4.1117 5.1267 0.103
H -2.3980 4.0921 5.6933 0.087
H -3.4640 3.4978 4.1616 0.088
H -2.0512 2.4039 4.8408 0.066
O -0.6653 -8.2597 -1.9539 -0.290
S 0.4405 -8.5305 -2.8465 0.623
O 0.4710 -9.6985 -3.7016 -0.286
O 1.8333 -8.4649 -2.0014 -0.274
C 1.9684 -9.2822 -0.8476 -0.282
C 2.2329 -10.7293 -1.2195 -0.076
C 0.7214 -7.0964 -3.8542 -0.136
H 1.0874 -9.1930 -0.2031 0.115
H 2.8234 -8.8978 -0.2810 0.122
H 1.3636 -11.1742 -1.7126 0.072
H 2.4559 -11.3237 -0.3292 0.082
H 3.0730 -10.8027 -1.9174 0.087
H 0.7433 -6.2125 -3.2149 0.010
H -0.0998 -7.0221 -4.5698 0.081
H 1.6672 -7.2172 -4.3860 0.081
O 8.5790 1.5914 4.9948 -0.281
S 7.3706 2.3805 4.8951 0.624
O 6.0786 1.7800 4.6369 -0.299
O 7.6104 3.5858 3.8237 -0.267
C 8.0477 3.2547 2.5135 -0.272
C 6.9133 2.6993 1.6727 -0.090
C 7.2325 3.3937 6.3461 -0.123
H 8.8921 2.5582 2.5503 0.118
H 8.4120 4.1799 2.0540 0.125
H 6.5800 1.7292 2.0529 0.073
H 7.2305 2.5634 0.6352 0.083
H 6.0488 3.3702 1.6968 0.064
H 8.1892 3.8859 6.5272 0.077
H 6.9790 2.7447 7.1866 0.078
H 6.4391 4.1274 6.1913 0.074
O -5.3142 -2.5431 1.0098 -0.310
S -6.4475 -3.4421 0.9899 0.633
O -7.6416 -3.1581 0.2219 -0.278
O -6.8814 -3.7836 2.5240 -0.261
C -7.1690 -2.7075 3.4054 -0.276
C -8.5351 -2.1096 3.1255 -0.075
C -5.8775 -5.0650 0.5511 -0.116
H -6.3845 -1.9448 3.3561 0.114
H -7.1598 -3.1150 4.4221 0.126
H -8.5562 -1.6157 2.1495 0.070
H -8.7961 -1.3670 3.8844 0.083
H -9.3034 -2.8892 3.1098 0.089
H -5.0017 -5.3084 1.1545 0.077
H -5.6125 -5.0535 -0.5079 0.079
H -6.6825 -5.7817 0.7244 0.080
```

Summary:
calculated total energy: -5608.67658 Eh
LUMO energy: -0.168 hartree
gap between HOMO and LUMO: 0.228 Ha
HOMO energy: -10.771 eV
strongest force on any atom: 9.94 eV/Å
net charge: +1

=====

This record from OMol25 describes an isolated ion of composition C6H10N and charge +1. The level of theory is ωB97M-V/def2-TZVPD.

Geometry as XYZ:
```
17
Properties=species:S:1:pos:R:3:lowdin_charge:R:1
C 0.0033 1.2825 0.6159 -0.067
C 0.4244 2.2126 1.7197 -0.070
C 1.0708 -1.2402 0.5241 -0.075
C 0.1776 0.0017 0.2223 -0.074
C -0.2861 -0.8963 -0.9888 -0.181
C -1.2660 -0.8009 -1.9861 0.026
N 0.4992 -1.8587 -0.6241 0.128
H -0.4869 2.5427 2.3439 0.123
H -0.8070 1.8477 0.0445 0.141
H 0.7130 3.1689 1.2016 0.105
H 1.1954 1.7506 2.3640 0.086
H 2.1336 -1.2909 0.4283 0.125
H 0.6994 -1.6543 1.5227 0.163
H -1.2089 0.1868 -2.4645 0.126
H -2.2773 -0.7893 -1.4627 0.158
H -1.1885 -1.5995 -2.6496 0.084
H 0.6039 -2.8635 -0.8112 0.204
```

Summary:
calculated total energy: -289.04948 Eh
SMILES: C/C=C1\C[NH+]=C1C
LUMO energy: -0.167 hartree
energy relative to the best compared isomer or geometry (same formula, charge and spin): 21.0 kcal per mole
gap between HOMO and LUMO: 0.359 Ha
HOMO energy: -14.311 eV
strongest force on any atom: 4.00 eV/Å
net charge: +1

=====

This record from OMol25 describes one molecule with the formula C4H5NS3. The level of theory is ωB97M-V/def2-TZVPD.

Geometry as XYZ:
```
13
Properties=species:S:1:pos:R:3:lowdin_charge:R:1
C 0.8785 -0.5184 1.9112 -0.130
C -0.3232 -0.0771 1.1202 -0.926
C -0.3436 -0.5210 -0.2941 -0.904
C -0.1724 0.7158 -1.1194 -0.940
H 0.8101 -0.4090 3.0000 0.076
H 1.1048 -1.5938 1.4717 0.101
H 1.8248 0.0239 1.6038 0.078
H -0.6137 1.5281 -3.0510 0.172
H -1.5327 0.0396 -2.3540 0.097
N -0.7899 0.7418 -2.3086 0.071
S -1.7063 0.5975 1.6216 0.785
S -0.3417 -2.0627 -0.7980 0.783
S 1.2053 1.5352 -0.8034 0.737
```

Summary:
calculated total energy: -1404.67242 Eh
SMILES: CC(=S)C(=S)C(N)=S
LUMO energy: -0.048 hartree
energy relative to the best compared isomer or geometry (same formula, charge and spin): 38.0 kcal per mole
gap between HOMO and LUMO: 0.276 Ha
HOMO energy: -8.810 eV
strongest force on any atom: 3.25 eV/Å

=====

- Which formula does entry 4 have?
  C29H59ClFN4O12S7

=====

- Which of these has the highest calculated total energy?
  C6H10N

=====

Please write out number 2 again, unchanged.
This record from OMol25 describes C4H9N3O2S as an isolated structure. The level of theory is ωB97M-V/def2-TZVPD.

Geometry as XYZ:
```
19
Properties=species:S:1:pos:R:3:lowdin_charge:R:1
C 0.1079 0.0695 0.1208 -0.426
C 1.9650 -0.9260 0.7851 -0.236
C -2.0147 -0.7971 0.6352 -0.049
C -1.8602 1.2231 -0.7242 -0.035
N 0.6209 -0.9676 0.8433 0.072
N 1.0033 0.9310 -0.4074 -0.024
N -1.1708 0.1708 -0.0092 -0.132
O 3.2079 1.2001 1.2394 -0.534
O 2.2589 -1.3072 -1.2630 -0.371
S 2.7043 0.4863 -0.0108 0.979
H 2.5493 -1.6724 1.3505 0.124
H -2.6672 -0.3425 1.3936 0.098
H -2.7785 -1.2712 -0.0825 0.122
H -1.4716 -1.6296 1.0005 0.065
H -2.2321 0.9708 -1.7110 0.086
H -2.9265 1.2494 -0.2366 0.115
H -1.4799 2.2949 -0.6130 0.117
H 1.0287 1.8081 -0.7931 0.070
H 3.1554 -1.4904 -1.5176 -0.042
```

Summary:
calculated total energy: -870.60606 Eh
LUMO energy: 0.010 hartree
energy relative to the best compared isomer or geometry (same formula, charge and spin): 91.8 kcal per mole
gap between HOMO and LUMO: 0.330 Ha
HOMO energy: -8.698 eV
strongest force on any atom: 3.69 eV/Å